# 1
The following is a quantum chemistry calculation of a structure of composition C41H45As2Br2InN6O12S, from OMol25.

The geometry in XYZ format:
```
110
C41H45As2Br2InN6O12S the ωB97M-V functional and the def2-TZVPD basis
In 1.254 1.178 1.714
C 0.404 -1.882 4.751
C 0.293 -0.561 4.044
O 0.949 -0.506 2.934
C -0.451 0.456 4.609
C -0.657 1.770 4.109
C -1.569 2.686 4.872
N -0.087 2.214 3.018
N -0.397 3.504 2.613
C 0.257 3.853 1.548
O 1.149 3.144 0.918
C -0.080 5.175 0.953
C -1.145 5.931 1.438
C -1.493 7.121 0.820
C -0.784 7.570 -0.288
C 0.286 6.827 -0.767
C 0.636 5.634 -0.147
H 0.125 -2.675 4.058
H 1.444 -2.035 5.046
H -0.235 -1.933 5.630
H -0.956 0.222 5.534
H -1.955 2.191 5.760
H -1.036 3.593 5.155
H -2.395 2.999 4.234
H -1.696 5.561 2.291
H -2.324 7.701 1.201
H -1.060 8.498 -0.771
H 0.850 7.178 -1.621
H 1.469 5.043 -0.503
C 3.284 -2.651 -0.929
O 3.032 -4.059 -1.024
C 1.818 -4.530 -1.328
O 1.659 -5.698 -1.554
C 0.613 -3.640 -1.158
C -0.013 -3.018 -2.155
As -1.758 -2.117 -2.156
C -2.637 -3.495 -3.247
C -2.439 -2.668 -0.402
C -1.746 -3.215 0.596
As 0.183 -3.453 0.739
C 0.165 -5.350 1.239
C -2.385 -3.604 1.894
O -2.027 -3.170 2.958
O -3.304 -4.559 1.737
C -3.996 -4.920 2.940
C -3.873 -2.320 -0.145
O -4.345 -2.074 0.936
O -4.582 -2.242 -1.285
C -5.968 -1.909 -1.121
C 0.599 -2.866 -3.506
O 0.070 -2.229 -4.390
O 1.792 -3.443 -3.634
C 2.429 -3.294 -4.909
H 3.865 -2.347 -1.799
H 3.867 -2.487 -0.024
H 2.370 -2.063 -0.881
H -2.126 -3.518 -4.207
H -3.677 -3.221 -3.397
H -2.574 -4.469 -2.765
H -0.433 -5.947 0.555
H -0.223 -5.421 2.255
H 1.191 -5.714 1.234
H -4.665 -5.729 2.662
H -4.558 -4.063 3.308
H -3.293 -5.246 3.704
H -6.355 -1.759 -2.124
H -6.078 -1.006 -0.523
H -6.490 -2.726 -0.627
H 3.373 -3.822 -4.825
H 2.591 -2.239 -5.127
H 1.811 -3.731 -5.690
Br 8.922 -1.197 -0.408
C 7.551 -0.807 0.834
C 7.700 -1.181 2.162
N 6.773 -0.938 3.082
C 5.664 -0.313 2.699
C 5.433 0.099 1.392
C 6.403 -0.156 0.432
C 4.156 0.781 0.994
O 3.978 1.073 -0.191
O 3.335 1.004 1.950
H 8.597 -1.693 2.489
H 4.916 -0.126 3.459
H 6.242 0.155 -0.590
S 0.579 -0.144 -0.312
C 0.733 1.030 -1.595
N -0.247 1.118 -2.484
C -0.273 2.117 -3.545
C 0.549 3.318 -3.109
C 1.929 2.853 -2.676
N 1.800 1.787 -1.692
H -1.039 0.502 -2.356
H -1.314 2.395 -3.711
H 0.116 1.687 -4.472
H 0.059 3.812 -2.268
H 0.633 4.033 -3.927
H 2.489 3.663 -2.210
H 2.506 2.496 -3.534
H 2.580 1.599 -1.046
Br -5.675 2.115 -3.147
C -4.203 2.314 -1.978
C -3.551 3.529 -1.874
C -2.465 3.603 -1.012
N -2.021 2.577 -0.291
C -2.681 1.426 -0.393
C -3.775 1.236 -1.224
H -3.870 4.393 -2.441
H -1.926 4.539 -0.903
H -2.304 0.603 0.207
H -4.261 0.274 -1.291
```

Calculated values
spin multiplicity	1
orbital gap	7.07	eV
energy relative to the best compared isomer or geometry (same formula, charge and spin)	0.00	kJ/mol

---

# 2
The following is a quantum chemistry calculation of a structure of composition C41H45As2MnN5O4SSe, from OMol25.

The geometry in XYZ format:
```
100
C41H45As2MnN5O4SSe the ωB97M-V functional and the def2-TZVPD basis
Mn 0.015 -0.484 -0.402
C 4.382 -0.626 -0.120
As 2.724 -0.293 0.854
C 2.895 -1.647 2.249
C 3.181 1.342 1.844
C 4.115 1.337 2.877
C 4.383 2.484 3.608
C 3.711 3.660 3.309
C 2.791 3.686 2.271
C 2.517 2.540 1.526
As 1.240 2.565 0.029
C 0.550 4.399 0.188
C 2.517 2.873 -1.419
H 5.242 -0.665 0.547
H 4.526 0.157 -0.863
H 4.271 -1.577 -0.640
H 3.757 -1.496 2.896
H 2.993 -2.607 1.740
H 1.984 -1.661 2.845
H 4.642 0.422 3.122
H 5.110 2.458 4.410
H 3.905 4.559 3.879
H 2.286 4.616 2.046
H 1.331 5.153 0.093
H 0.040 4.526 1.143
H -0.175 4.545 -0.613
H 3.133 3.747 -1.211
H 1.967 3.006 -2.349
H 3.150 1.993 -1.522
O -0.116 0.271 1.882
C -1.172 -0.227 2.719
C -2.043 -1.135 1.786
O -3.160 -1.442 2.175
O -1.455 -1.531 0.731
C -0.532 -1.073 3.814
C 0.152 -0.429 4.843
C 0.868 -1.158 5.780
C 0.894 -2.544 5.706
C 0.200 -3.192 4.695
C -0.507 -2.462 3.749
C -1.980 0.924 3.289
C -3.028 0.660 4.170
C -3.786 1.697 4.687
C -3.505 3.015 4.346
C -2.454 3.286 3.486
C -1.696 2.245 2.962
H 0.516 0.771 2.416
H 0.116 0.653 4.916
H 1.399 -0.645 6.571
H 1.449 -3.116 6.438
H 0.211 -4.273 4.636
H -1.035 -2.975 2.956
H -3.254 -0.365 4.427
H -4.602 1.476 5.365
H -4.099 3.822 4.756
H -2.216 4.310 3.223
H -0.878 2.467 2.288
C -1.285 0.462 -4.884
C -0.017 -0.291 -5.255
N 0.145 -1.526 -4.497
C -0.428 -2.725 -5.103
C 0.567 -3.444 -6.002
C 0.793 -1.598 -3.320
S 1.398 -0.135 -2.613
N 0.962 -2.830 -2.836
C 1.208 -3.119 -1.559
O 0.998 -2.403 -0.554
C 1.756 -4.491 -1.300
C 2.195 -5.307 -2.338
C 2.719 -6.561 -2.065
C 2.800 -7.012 -0.755
C 2.355 -6.205 0.284
C 1.837 -4.948 0.012
H -1.412 1.335 -5.526
H -1.223 0.791 -3.847
H -2.167 -0.172 -4.995
H 0.854 0.338 -5.088
H -0.027 -0.569 -6.312
H -1.300 -2.409 -5.680
H -0.773 -3.391 -4.315
H 0.906 -2.789 -6.807
H 0.110 -4.326 -6.453
H 1.435 -3.754 -5.422
H 2.119 -4.944 -3.353
H 3.064 -7.190 -2.876
H 3.207 -7.993 -0.543
H 2.410 -6.557 1.306
H 1.479 -4.307 0.806
Se -3.031 -2.572 -2.413
N -4.426 -1.747 -1.695
C -3.979 -0.600 -1.223
C -4.721 0.353 -0.472
C -4.052 1.437 -0.007
C -2.653 1.581 -0.245
N -1.929 0.746 -0.934
C -2.584 -0.331 -1.455
N -1.896 -1.251 -2.092
H -5.767 0.173 -0.267
H -4.539 2.188 0.600
H -2.130 2.423 0.193
```

Calculated values
expectation value of S²	8.7541
spin multiplicity	6
orbital gap (alpha / beta)	6.43 / 6.57	eV
energy relative to the best compared isomer or geometry (same formula, charge and spin)	29.50	kJ/mol

---

# 3
The following is a quantum chemistry calculation of a structure of composition C41H45AsBN10OS2Ti, from OMol25.

The geometry in XYZ format:
```
102
C41H45AsBN10OS2Ti the ωB97M-V functional and the def2-TZVPD basis
Ti 0.142 0.694 0.365
C 0.917 -2.354 2.005
C -0.497 -1.886 1.913
C -1.611 -2.534 2.458
C -2.695 -1.726 2.180
C -4.123 -1.951 2.552
N -2.238 -0.659 1.499
N -0.898 -0.752 1.330
B -3.056 0.564 1.033
N -2.403 1.858 1.551
N -1.156 2.249 1.177
C -0.917 3.414 1.778
C 0.364 4.172 1.706
C -2.042 3.795 2.519
C -2.962 2.780 2.354
C -4.326 2.666 2.949
N -3.118 0.662 -0.496
N -2.139 1.294 -1.183
C -2.583 1.443 -2.422
C -1.865 2.216 -3.479
C -3.861 0.865 -2.551
C -4.165 0.380 -1.296
C -5.411 -0.303 -0.837
H 0.953 -3.265 2.604
H 1.538 -1.592 2.478
H 1.332 -2.562 1.018
H -1.625 -3.466 2.999
H -4.211 -2.905 3.069
H -4.765 -1.971 1.670
H -4.491 -1.166 3.213
H -4.159 0.464 1.476
H 1.220 3.502 1.799
H 0.394 4.894 2.521
H 0.457 4.700 0.757
H -2.166 4.689 3.108
H -4.504 3.530 3.588
H -4.420 1.762 3.552
H -5.097 2.638 2.177
H -1.105 2.857 -3.034
H -2.580 2.836 -4.022
H -1.385 1.554 -4.199
H -4.478 0.822 -3.435
H -6.098 -0.415 -1.675
H -5.910 0.268 -0.052
H -5.195 -1.294 -0.430
N 9.497 -0.283 4.662
C 8.472 -0.143 4.157
C 7.210 0.031 3.525
C 6.479 -1.076 3.072
C 5.266 -0.895 2.446
C 4.708 0.382 2.279
C 5.444 1.477 2.749
C 6.675 1.310 3.347
C 3.367 0.525 1.701
C 3.091 -0.122 0.471
C 4.032 -0.742 -0.371
C 3.312 -1.391 -1.383
C 1.976 -1.122 -1.146
N 1.818 -0.325 -0.048
C 2.341 1.036 2.542
C 2.465 1.385 3.902
C 1.166 1.487 4.412
C 0.309 1.214 3.360
N 0.998 0.969 2.211
H 6.872 -2.071 3.238
H 4.699 -1.754 2.111
H 5.037 2.471 2.616
H 7.246 2.168 3.679
H 5.103 -0.718 -0.257
H 3.712 -1.975 -2.198
H 1.120 -1.471 -1.695
H 3.387 1.499 4.448
H 0.876 1.738 5.421
H -0.768 1.158 3.412
S 1.316 2.641 -0.845
C 1.257 2.006 -2.405
N 0.591 0.972 -2.810
C 0.752 0.728 -4.148
C 0.150 -0.294 -4.879
C 0.383 -0.401 -6.240
C 1.226 0.492 -6.898
C 1.836 1.520 -6.193
C 1.588 1.635 -4.835
S 2.173 2.828 -3.723
H -0.517 -0.966 -4.364
H -0.104 -1.184 -6.811
H 1.408 0.379 -7.959
H 2.487 2.228 -6.690
C 0.034 -3.973 -2.586
As -1.521 -2.991 -1.931
C -2.816 -2.893 -3.387
C -2.326 -4.246 -0.681
O -1.246 -1.550 -1.243
H -0.284 -4.969 -2.894
H 0.758 -4.049 -1.775
H 0.503 -3.461 -3.423
H -2.836 -3.824 -3.954
H -2.573 -2.055 -4.037
H -3.793 -2.710 -2.942
H -2.659 -5.156 -1.180
H -3.168 -3.750 -0.201
H -1.592 -4.487 0.086
```

Calculated values
expectation value of S²	2.0386
net charge	-1
spin multiplicity	3
orbital gap (alpha / beta)	4.70 / 6.35	eV
energy relative to the best compared isomer or geometry (same formula, charge and spin)	88.58	kJ/mol

---

| no. | electronic energy (Ha) |
| --- | --- |
| 1 | -13028.8014 |
| 2 | -10586.3671 |
| 3 | -6118.8974 |